DFT (the ωB97M-V functional and the def2-TZVPD basis) results for a single C7H12N2 molecule in a non-equilibrium geometry.

```
21
Properties=species:S:1:pos:R:3:forces:R:3
C 0.481048 -1.422813 0.149066 1.759 -1.113 -0.684
C -0.333516 -1.268136 -1.101024 -1.290 1.324 -1.423
C 0.134733 -0.100523 -2.002922 1.542 -1.632 0.371
C -1.237824 -0.140466 1.537902 0.246 0.860 -0.622
C 0.201448 -0.476536 1.291524 0.875 -0.687 1.368
C -0.133623 1.814380 0.800452 0.393 0.178 -1.161
C -1.434865 1.106489 1.124101 1.071 0.266 0.219
H 1.585936 -1.309296 -0.187976 -1.527 -0.327 0.886
H 0.360630 -2.446016 0.541539 0.093 0.185 -0.268
H -0.330912 -2.136687 -1.750297 0.243 -0.463 0.140
H -1.391824 -1.074825 -0.858396 0.282 -0.203 0.021
H -0.489185 0.779735 -1.986195 0.207 0.551 -0.065
H 1.623369 -1.082972 -2.769809 -0.055 0.333 0.732
H -1.971903 -0.795296 1.978576 -0.057 -0.211 -0.281
H 0.619560 -0.975851 2.178891 -0.035 -0.012 0.021
H 1.724830 0.764477 0.662371 0.079 0.222 -0.415
H 0.039642 2.770359 1.312341 -0.321 -0.310 0.544
H -0.054962 2.155251 -0.260502 -0.298 -0.477 0.226
H -2.341214 1.629029 1.032434 -1.171 0.494 0.217
N 1.229005 -0.135789 -2.675058 -1.546 0.376 -0.324
N 0.851229 0.799748 1.148260 -0.491 0.646 0.499
```
Forces are in eV/Å.

Summary:
LUMO (eV): 1.02
HOMO level (eV): -8.345
E_tot (hartree): -383.369844
Energy relative to the best compared isomer or geometry (same formula, charge and spin) (eV): 1.452
Orbital gap (eV): 9.4
SMILES string: [H]/N=C\CC[C@@H]1C=CCN1